[1]
C25H37F5N6O2PPdSe | ωB97M-V/def2-TZVPD

Last column: Löwdin charge in e.
Geometry (Å):
Pd1 1.588 -0.990 0.206  0.577
C1 2.287 -0.008 4.570  -0.022
C2 2.228 -0.256 3.089  -0.303
N1 1.480 -1.161 2.564  -0.034
O1 0.815 -1.958 3.523  -0.087
C3 3.079 0.530 2.219  -0.308
C4 3.951 1.625 2.756  -0.053
N2 3.134 0.195 0.940  -0.225
O2 3.886 0.837 0.150  -0.151
H1 1.437 -0.450 5.078  0.067
H2 2.315 1.064 4.762  0.076
H3 3.201 -0.437 4.987  0.093
H4 0.561 -2.718 2.987  0.086
H5 4.519 1.303 3.632  0.071
H6 3.379 2.514 3.045  0.075
H7 4.646 1.914 1.971  0.063
F1 8.429 -0.606 -0.993  0.100
C5 7.139 -0.936 -1.155  -0.145
C6 6.449 -0.524 -2.278  -0.148
F2 7.078 0.218 -3.205  0.095
C7 5.119 -0.872 -2.432  -0.266
F3 4.503 -0.421 -3.534  0.062
C8 4.431 -1.629 -1.495  -0.520
Se1 2.576 -2.038 -1.713  0.674
C9 5.164 -2.044 -0.390  -0.277
F4 4.598 -2.790 0.563  0.065
C10 6.490 -1.703 -0.207  -0.149
F5 7.159 -2.110 0.884  0.097
N3 -0.132 -1.689 -0.597  -0.381
P1 -1.146 -0.543 -0.425  0.532
N4 -2.110 -0.278 -1.815  -0.194
C11 -1.362 -0.489 -3.067  -0.232
C12 -2.005 0.289 -4.220  -0.181
C13 -3.526 0.353 -4.046  -0.206
C14 -3.977 -0.907 -3.321  -0.192
C15 -3.446 -0.884 -1.884  -0.226
N5 -2.299 -0.739 0.786  -0.201
C16 -3.431 0.119 1.096  -0.241
C17 -4.730 -0.665 1.311  -0.173
C18 -4.504 -1.912 2.190  -0.192
C19 -3.112 -1.898 2.809  -0.194
C20 -2.046 -1.846 1.724  -0.215
N6 -0.344 0.920 -0.028  -0.221
C21 0.483 1.584 -1.049  -0.230
C22 -0.257 2.734 -1.726  -0.180
C23 -0.741 3.744 -0.687  -0.207
C24 -1.578 3.037 0.377  -0.188
C25 -0.777 1.879 0.974  -0.221
H8 -1.310 -1.561 -3.292  0.115
H9 -0.328 -0.189 -2.930  0.081
H10 -1.758 -0.221 -5.156  0.108
H11 -1.586 1.295 -4.289  0.093
H12 -4.029 0.467 -5.008  0.100
H13 -3.795 1.222 -3.438  0.107
H14 -3.606 -1.786 -3.856  0.110
H15 -5.066 -0.996 -3.288  0.106
H16 -3.457 -1.898 -1.463  0.119
H17 -4.134 -0.278 -1.295  0.078
H18 -3.554 0.845 0.292  0.094
H19 -3.238 0.709 2.002  0.105
H20 -5.150 -0.966 0.351  0.087
H21 -5.456 0.009 1.774  0.106
H22 -4.595 -2.814 1.578  0.107
H23 -5.271 -1.982 2.964  0.099
H24 -2.948 -2.796 3.408  0.111
H25 -3.005 -1.050 3.492  0.112
H26 -2.032 -2.792 1.177  0.108
H27 -1.066 -1.723 2.180  0.069
H28 0.836 0.843 -1.764  0.074
H29 1.385 1.966 -0.555  0.110
H30 -1.116 2.335 -2.274  0.091
H31 0.408 3.213 -2.450  0.113
H32 -1.308 4.551 -1.158  0.102
H33 0.130 4.205 -0.206  0.111
H34 -2.487 2.646 -0.090  0.095
H35 -1.883 3.730 1.166  0.107
H36 -1.316 1.366 1.767  0.091
H37 0.133 2.291 1.434  0.120

Cartesian forces, eV/Å:
Pd 0.6 0.0 0.6
C 0.1 0.0 0.0
C 0.0 -0.1 0.0
N -0.2 0.4 -0.1
O 0.0 0.0 -0.1
C 0.1 0.1 0.0
C 0.0 0.0 0.0
N -0.2 -0.2 -0.2
O 0.0 0.0 0.0
H 0.0 0.0 0.0
H 0.0 0.0 0.0
H 0.0 0.0 0.0
H 0.0 0.0 0.0
H 0.0 0.0 0.0
H 0.0 0.0 0.0
H 0.0 0.0 0.0
F 0.0 0.0 0.0
C 0.0 0.0 0.0
C 0.0 0.0 0.0
F 0.0 0.0 0.0
C 0.0 0.0 0.0
F 0.0 0.0 0.0
C 0.0 0.0 0.0
Se -0.1 0.0 -0.2
C -0.1 0.0 0.0
F 0.0 0.0 0.1
C 0.0 0.0 0.0
F 0.0 0.0 0.0
N -0.2 -0.1 0.1
P 0.2 0.0 0.0
N 0.0 0.1 0.0
C 0.0 0.0 0.0
C 0.0 0.0 0.0
C 0.0 0.0 0.0
C 0.0 0.0 0.0
C 0.0 0.0 0.0
N -0.1 0.0 -0.1
C 0.0 0.0 0.0
C 0.0 0.0 0.0
C 0.0 0.0 0.0
C 0.0 0.0 0.0
C 0.0 0.0 0.1
N -0.2 0.1 -0.2
C 0.0 -0.1 0.1
C 0.0 0.0 0.0
C 0.0 0.0 0.0
C 0.0 0.0 0.0
C 0.1 -0.1 0.1
H 0.0 0.0 0.0
H 0.0 0.0 0.0
H 0.0 0.0 0.0
H 0.0 0.0 0.0
H 0.0 0.0 0.0
H 0.0 0.0 0.0
H 0.0 0.0 0.0
H 0.0 0.0 0.0
H 0.0 0.0 0.0
H 0.0 0.0 0.0
H 0.0 0.0 0.0
H 0.0 0.0 0.0
H 0.0 0.0 0.0
H 0.0 0.0 0.0
H 0.0 0.0 0.0
H 0.0 0.0 0.0
H 0.0 0.0 0.0
H 0.0 0.0 0.0
H 0.0 0.0 0.0
H 0.0 0.0 0.0
H 0.0 0.0 0.0
H 0.0 0.0 0.0
H 0.0 0.0 0.0
H 0.0 0.0 0.0
H 0.0 0.0 0.0
H 0.0 0.0 0.0
H 0.0 0.0 0.0
H 0.0 0.0 0.0
H 0.0 0.0 0.0
H 0.0 0.0 0.0

Its relative energy (zero: lowest compared OMol25 entry of this formula, charge and spin) is 25.9 kJ/mol. For the total energy, the calculation gives -4823.80353 Ha. The charge is -1.

[2]
C25H37KN10O2S2Se2 | ωB97M-V/def2-TZVPD

Last column: Löwdin charge in e.
Geometry (Å):
K1 0.576 -0.201 -0.752  0.385
N1 4.899 2.012 -1.835  0.010
C1 3.571 1.633 -1.993  -0.963
S1 3.272 0.045 -2.585  0.394
N2 2.719 2.602 -1.715  -0.031
N3 1.420 2.200 -1.789  -0.020
C2 0.536 3.099 -2.014  -0.210
C3 0.852 4.543 -2.221  -0.189
C4 0.525 5.172 -3.417  -0.043
C5 0.804 6.519 -3.609  -0.103
C6 1.408 7.252 -2.598  -0.118
C7 1.736 6.630 -1.399  -0.091
C8 1.465 5.284 -1.214  -0.028
C9 -0.889 2.672 -2.049  -0.223
C10 -1.918 3.599 -1.909  -0.019
C11 -3.230 3.150 -1.905  -0.076
C12 -3.479 1.800 -2.041  -0.079
C13 -2.391 0.944 -2.166  -0.181
N4 -1.132 1.361 -2.185  0.062
H1 5.514 1.225 -1.711  0.041
H2 5.019 2.774 -1.183  0.068
H3 0.047 4.597 -4.201  0.118
H4 0.549 6.995 -4.548  0.090
H5 1.624 8.305 -2.742  0.087
H6 2.207 7.196 -0.605  0.094
H7 1.730 4.789 -0.289  0.118
H8 -1.690 4.647 -1.775  0.109
H9 -4.043 3.852 -1.764  0.101
H10 -4.481 1.395 -2.003  0.100
H11 -2.543 -0.126 -2.249  0.081
O1 -2.711 2.289 1.398  -0.131
C14 -1.471 1.948 2.029  -0.254
C15 -1.650 0.891 3.123  -0.596
C16 -2.280 1.541 4.358  -0.241
O2 -3.529 2.190 4.103  -0.094
C17 -2.563 -0.270 2.662  -0.586
Se1 -2.377 -0.893 0.792  0.371
C18 -0.290 0.292 3.503  -0.617
Se2 1.149 1.515 4.092  0.339
H12 -2.949 1.482 0.892  -0.006
H13 -1.054 2.860 2.453  0.105
H14 -0.766 1.579 1.278  0.082
H15 -1.566 2.258 4.776  0.080
H16 -2.463 0.766 5.113  0.119
H17 -3.541 2.394 3.153  0.053
H18 -3.604 0.018 2.802  0.041
H19 -2.371 -1.120 3.321  0.041
H20 0.044 -0.287 2.634  0.033
H21 -0.473 -0.425 4.311  0.045
C19 1.909 -2.126 4.725  -0.090
N5 1.849 -2.621 3.361  -0.058
C20 2.403 -2.043 2.287  -0.922
N6 2.843 -0.787 2.392  0.096
S2 2.591 -2.945 0.850  0.538
H22 1.128 -2.616 5.304  0.082
H23 1.737 -1.049 4.768  -0.007
H24 2.881 -2.346 5.178  0.079
H25 1.529 -3.558 3.194  0.099
H26 2.477 -0.102 3.090  -0.062
H27 3.228 -0.401 1.544  0.084
C21 0.406 -6.254 -0.120  -0.081
C22 -0.189 -6.686 -1.457  -0.417
C23 -1.712 -6.609 -1.430  -0.079
C24 0.392 -5.891 -2.630  -0.123
N7 0.020 -4.491 -2.610  -0.113
C25 0.481 -3.493 -1.852  -0.162
N8 -0.259 -2.433 -2.063  -0.010
N9 -1.182 -2.802 -2.975  -0.015
N10 -1.035 -4.032 -3.307  0.039
H28 0.058 -6.915 0.676  0.077
H29 0.108 -5.239 0.148  0.071
H30 1.498 -6.279 -0.129  0.075
H31 0.108 -7.725 -1.647  0.128
H32 -2.045 -5.593 -1.211  0.083
H33 -2.110 -7.261 -0.650  0.074
H34 -2.149 -6.904 -2.386  0.074
H35 0.029 -6.286 -3.579  0.119
H36 1.482 -5.947 -2.624  0.127
H37 1.313 -3.556 -1.171  0.025

Cartesian forces, eV/Å:
K 0.2 -0.1 0.3
N -0.1 0.0 0.0
C 0.0 0.0 0.0
S 0.1 0.1 0.1
N 0.0 -0.2 -0.1
N 0.0 0.2 -0.1
C 0.0 0.1 0.1
C 0.0 0.0 0.0
C 0.0 0.0 0.0
C 0.0 0.0 0.0
C 0.0 0.0 0.0
C 0.0 0.0 0.0
C 0.0 0.0 0.0
C 0.0 0.0 0.0
C 0.0 0.0 0.0
C 0.0 0.0 0.0
C 0.0 -0.1 0.0
C 0.0 0.1 0.0
N -0.2 0.1 -0.1
H 0.0 0.0 0.0
H 0.0 0.0 0.0
H 0.0 0.0 0.0
H 0.0 0.0 0.0
H 0.0 0.0 0.0
H 0.0 0.0 0.0
H 0.0 0.0 0.0
H 0.0 0.0 0.0
H 0.0 0.0 0.0
H 0.0 0.0 0.0
H 0.0 0.0 0.0
O 0.0 0.0 0.0
C 0.0 0.0 0.0
C 0.0 -0.1 0.0
C 0.1 0.0 0.0
O 0.0 0.0 -0.1
C 0.0 0.0 0.0
Se 0.0 -0.1 0.0
C 0.0 0.0 0.0
Se 0.1 0.0 0.0
H 0.0 0.0 0.0
H 0.0 0.0 0.0
H 0.0 0.0 0.0
H 0.0 0.0 0.0
H 0.0 0.0 0.0
H 0.0 0.0 0.0
H 0.0 0.0 0.0
H 0.0 0.0 0.0
H 0.0 0.0 0.1
H 0.0 0.0 0.0
C 0.0 0.0 -0.1
N -0.1 0.0 0.1
C 0.2 0.1 -0.1
N 0.0 -0.1 0.0
S 0.0 0.0 0.1
H 0.0 0.0 0.0
H 0.0 0.1 0.0
H 0.0 0.0 0.0
H 0.0 0.0 0.0
H 0.0 0.0 -0.1
H 0.0 0.0 0.0
C 0.0 0.0 0.0
C 0.0 0.0 0.0
C 0.0 0.0 0.0
C 0.0 0.0 0.0
N 0.0 -0.1 0.1
C -0.1 0.1 0.0
N -0.1 -0.2 -0.3
N 0.0 0.0 0.0
N 0.0 0.0 0.0
H 0.0 0.0 0.0
H 0.0 0.0 0.0
H 0.0 0.0 0.0
H 0.0 0.0 0.0
H 0.0 0.0 0.0
H 0.0 0.0 0.0
H 0.0 0.0 0.0
H 0.0 0.0 0.0
H 0.0 0.0 0.0
H 0.0 0.0 0.0

Its relative energy (zero: lowest compared OMol25 entry of this formula, charge and spin) is 12.9 kJ/mol. For the total energy, the calculation gives -7872.15971 Ha. The charge is -2.

[3]
C25H37MoN6O2PSi | ωB97M-V/def2-TZVPD

Last column: Löwdin charge in e.
Geometry (Å):
Mo1 -0.407 0.052 0.258  1.805
N1 7.489 6.754 -0.335  0.195
C1 6.602 6.028 -0.293  -0.161
C2 5.489 5.117 -0.238  -0.203
C3 4.478 5.200 -1.192  0.009
C4 3.408 4.324 -1.134  -0.006
C5 3.357 3.354 -0.136  -0.201
C6 4.374 3.269 0.812  -0.009
C7 5.435 4.156 0.769  0.006
C8 2.223 2.398 -0.090  -0.024
C9 2.493 1.048 -0.368  -0.232
C10 3.709 0.512 -0.795  0.043
C11 3.505 -0.838 -1.089  -0.020
C12 2.177 -1.096 -0.829  -0.123
N2 1.531 0.020 -0.379  -0.151
C13 0.950 2.886 0.184  -0.234
C14 0.575 4.218 0.430  0.047
C15 -0.805 4.249 0.587  -0.016
C16 -1.242 2.940 0.460  -0.105
N3 -0.207 2.092 0.217  -0.146
H1 4.535 5.947 -1.971  0.133
H2 2.623 4.384 -1.877  0.133
H3 4.331 2.521 1.594  0.129
H4 6.222 4.109 1.508  0.132
H5 4.632 1.062 -0.878  0.133
H6 4.231 -1.543 -1.456  0.119
H7 1.638 -2.023 -0.944  0.104
H8 1.256 5.052 0.476  0.134
H9 -1.426 5.109 0.769  0.122
H10 -2.254 2.568 0.526  0.108
C17 -4.062 -2.150 -0.440  -0.139
Si1 -3.585 -0.531 -1.196  0.469
C18 -3.012 -0.639 -2.945  -0.152
C19 -4.727 0.867 -0.818  -0.154
O1 -2.095 -0.092 -0.277  -0.499
H11 -4.578 -2.775 -1.172  0.053
H12 -4.724 -2.020 0.417  0.049
H13 -3.177 -2.694 -0.104  0.010
H14 -3.762 -1.141 -3.560  0.053
H15 -2.091 -1.221 -3.028  0.040
H16 -2.838 0.346 -3.379  0.047
H17 -5.754 0.553 -1.017  0.054
H18 -4.527 1.741 -1.439  0.047
H19 -4.683 1.160 0.233  0.041
C20 1.655 -3.874 3.807  -0.070
N4 1.310 -2.841 2.820  -0.296
C21 2.071 -1.606 3.001  -0.071
P1 -0.078 -2.970 1.978  0.580
O2 -0.072 -1.790 0.972  -0.472
N5 -0.069 -4.433 1.277  -0.293
C22 1.153 -4.918 0.620  -0.067
C23 -1.280 -4.989 0.658  -0.074
N6 -1.486 -2.898 2.817  -0.294
C24 -1.906 -1.610 3.372  -0.081
C25 -1.874 -4.012 3.701  -0.077
H20 1.432 -3.532 4.820  0.096
H21 2.721 -4.092 3.740  0.100
H22 1.108 -4.794 3.612  0.081
H23 2.049 -1.304 4.050  0.097
H24 1.667 -0.797 2.398  0.049
H25 3.110 -1.760 2.706  0.099
H26 2.036 -4.473 1.070  0.080
H27 1.131 -4.685 -0.447  0.090
H28 1.213 -6.000 0.735  0.102
H29 -2.177 -4.611 1.138  0.067
H30 -1.261 -6.073 0.757  0.103
H31 -1.312 -4.740 -0.406  0.094
H32 -1.778 -0.804 2.649  0.042
H33 -1.358 -1.358 4.285  0.099
H34 -2.968 -1.662 3.611  0.100
H35 -1.426 -4.946 3.374  0.078
H36 -2.958 -4.118 3.682  0.100
H37 -1.560 -3.814 4.729  0.097

Cartesian forces, eV/Å:
Mo -0.5 -0.1 -0.1
N 0.0 0.0 0.0
C 0.0 0.0 0.0
C 0.1 0.0 0.0
C 0.0 0.0 0.0
C 0.0 0.0 0.0
C 0.0 0.0 0.0
C 0.0 0.0 0.0
C 0.0 0.0 0.0
C 0.1 -0.1 0.0
C -0.1 0.1 -0.1
C 0.1 -0.1 0.0
C 0.1 0.1 0.0
C -0.2 0.0 0.1
N -0.1 0.0 -0.1
C 0.0 0.1 -0.1
C 0.0 0.0 0.0
C 0.0 -0.1 0.0
C -0.1 0.0 0.2
N 0.2 -0.4 0.2
H 0.0 0.0 0.0
H 0.0 0.0 0.0
H 0.0 0.0 0.0
H 0.0 0.0 0.0
H 0.0 0.0 0.0
H 0.0 0.0 0.0
H 0.0 0.0 0.0
H 0.0 0.0 0.0
H 0.0 0.0 0.0
H 0.0 0.0 0.0
C 0.0 0.0 0.1
Si 0.4 0.1 0.1
C 0.1 0.0 -0.1
C -0.1 0.0 0.0
O 0.4 -0.1 -0.3
H 0.0 0.0 0.0
H 0.0 0.0 0.0
H 0.0 0.0 0.0
H 0.0 0.0 0.0
H 0.0 0.0 0.0
H 0.0 0.0 0.0
H 0.0 0.0 0.0
H 0.0 0.0 0.0
H 0.0 0.0 0.0
C 0.0 0.0 0.0
N 0.0 0.0 0.1
C 0.0 0.0 0.0
P 0.1 0.0 0.0
O -0.2 0.5 0.2
N 0.0 0.1 -0.2
C 0.0 0.0 0.1
C 0.0 0.0 0.0
N 0.0 0.0 0.1
C 0.0 0.0 -0.1
C 0.0 0.0 0.0
H 0.0 0.0 0.0
H 0.0 0.0 0.0
H 0.0 0.0 0.0
H 0.0 0.0 0.0
H 0.0 0.0 0.0
H 0.0 0.0 0.0
H 0.0 0.0 0.0
H 0.0 0.0 0.0
H 0.0 0.0 0.0
H 0.0 0.0 0.0
H 0.0 0.0 0.0
H 0.0 0.0 0.0
H 0.0 0.0 0.0
H 0.0 0.0 0.0
H 0.0 0.0 0.0
H 0.0 0.0 0.0
H 0.0 0.0 0.0
H 0.0 0.0 0.0

As for the expectation value of S²: 2.013. For the total energy, the calculation gives -2152.50990 Ha. The charge is +2. Its spin multiplicity is 3.

[4]
C25H37N2OPPtSSi | ωB97M-V/def2-TZVPD

Last column: Löwdin charge in e.
Geometry (Å):
Pt1 0.963 -0.335 -0.602  0.795
Si1 0.471 -2.363 -1.652  0.360
P1 2.854 -0.246 -1.878  0.589
N1 0.247 1.452 -1.315  -0.014
H1 1.653 -0.846 0.681  -0.051
C1 3.943 1.234 -1.626  -0.236
H2 4.803 1.161 -2.326  0.054
H3 4.309 1.264 -0.590  0.033
H4 3.376 2.149 -1.867  0.044
C2 3.997 -1.655 -1.877  -0.248
H5 4.863 -1.409 -2.497  0.052
H6 3.526 -2.541 -2.305  0.028
H7 4.344 -1.876 -0.871  0.034
C3 2.487 0.011 -3.642  -0.272
H8 3.425 -0.032 -4.207  0.054
H9 2.022 0.989 -3.783  0.039
H10 1.813 -0.765 -4.002  0.008
C4 0.857 -3.804 -0.506  -0.315
H11 0.616 -3.619 0.555  0.013
H12 1.916 -4.086 -0.605  0.023
H13 0.220 -4.589 -0.900  0.003
H14 -1.023 -2.168 -1.871  -0.077
H15 1.262 -2.493 -2.937  -0.079
C5 -0.371 1.690 -2.472  -0.404
C6 -1.098 3.705 -3.643  -0.066
C7 -0.484 3.138 -2.548  -0.031
C8 -0.888 0.829 -3.496  -0.038
C9 -1.514 1.417 -4.589  -0.072
C10 -1.587 2.812 -4.645  -0.073
H16 -1.155 4.809 -3.660  0.114
H17 -0.031 3.629 -1.647  0.128
H18 -0.762 -0.240 -3.344  0.067
H19 -1.923 0.774 -5.376  0.114
H20 -2.053 3.277 -5.493  0.093
C11 3.255 -0.820 1.911  -0.549
O1 4.167 -0.574 1.123  -0.004
C12 2.521 0.158 2.812  -0.065
H21 3.081 -0.070 3.750  0.107
H22 1.436 0.018 2.980  0.055
H23 2.697 1.225 2.666  0.082
C13 2.740 -2.188 2.341  -0.041
H24 3.660 -2.703 2.667  0.099
H25 2.209 -2.840 1.647  0.045
H26 2.064 -2.105 3.197  0.082
N2 -0.745 -0.217 0.458  -0.560
S1 -1.123 1.075 1.525  0.990
C14 -2.796 1.245 0.872  -0.423
C15 -3.733 1.927 1.671  -0.084
C16 -5.058 2.008 1.211  -0.080
C17 -5.421 1.445 -0.026  -0.088
C18 -4.457 0.795 -0.820  -0.071
C19 -3.125 0.707 -0.370  -0.097
C20 -1.480 0.204 3.118  -0.436
C21 -0.857 0.701 4.275  -0.150
C22 -0.999 -0.012 5.473  -0.115
C23 -1.784 -1.169 5.528  -0.134
C24 -2.493 -1.569 4.395  -0.107
C25 -2.373 -0.875 3.183  -0.125
H27 -1.083 -1.098 0.886  0.017
H28 -3.424 2.363 2.626  0.111
H29 -5.812 2.513 1.820  0.102
H30 -6.457 1.488 -0.377  0.100
H31 -4.705 0.346 -1.787  0.102
H32 -2.350 0.200 -0.954  0.072
H33 -0.237 1.603 4.224  0.103
H34 -0.456 0.304 6.361  0.095
H35 -1.892 -1.729 6.457  0.090
H36 -3.125 -2.455 4.413  0.099
H37 -2.921 -1.174 2.283  0.105

Cartesian forces, eV/Å:
Pt -0.1 0.1 -0.7
Si -0.2 0.4 0.1
P 0.2 0.7 0.1
N 0.0 0.6 -0.8
H 0.5 0.1 0.6
C 0.1 -0.3 0.0
H -0.4 0.0 0.4
H -0.2 0.0 -0.3
H 0.1 -0.4 0.2
C 0.2 0.0 -0.2
H 0.0 0.0 0.0
H -0.1 0.1 0.0
H -0.1 0.1 0.1
C 0.2 -0.2 -0.1
H -0.2 0.1 0.0
H 0.0 -0.1 0.0
H 0.0 0.1 -0.1
C -0.1 0.0 -0.2
H 0.0 0.0 -0.6
H -0.4 0.0 0.1
H 0.1 -0.6 0.3
H 0.4 -0.6 -0.3
H -0.6 -0.4 0.2
C 0.1 1.1 0.6
C 0.3 -0.6 0.4
C 0.0 -0.5 0.0
C 0.3 0.4 0.7
C 0.5 -0.1 0.7
C -0.1 1.1 0.1
H -0.3 -0.8 -0.5
H -0.7 0.0 -1.3
H -0.2 0.1 -0.2
H 0.1 0.5 0.3
H -0.2 0.0 -0.3
C -1.0 0.5 -0.5
O -1.1 -0.5 1.4
C 1.1 1.1 0.8
H -0.7 0.2 0.0
H 0.7 -0.4 -0.3
H 0.2 -0.1 -0.5
C 1.1 -1.0 0.3
H -0.4 -0.2 0.0
H 0.5 0.4 -0.5
H 0.3 0.1 -0.1
N 0.1 -1.8 0.1
S -0.7 -1.5 2.9
C -0.6 0.3 -0.1
C -0.3 -0.3 -0.9
C 0.3 -0.1 -0.2
C 0.5 -0.3 -0.1
C 0.2 0.3 0.5
C -0.8 0.1 -0.1
C 0.8 2.3 -2.1
C 0.4 -0.5 1.2
C 0.5 0.8 -0.9
C -0.5 -0.5 0.1
C 0.1 0.2 -0.7
C -0.3 -0.8 0.1
H 0.1 0.7 -0.4
H -0.1 -0.2 -0.3
H 0.2 -0.2 -0.2
H 0.4 0.1 0.2
H -0.1 0.2 0.4
H -0.5 0.3 0.3
H -0.2 -0.4 0.1
H -0.2 0.1 -0.2
H 0.1 0.2 -0.2
H 0.0 0.2 0.1
H 0.1 0.0 0.4

Its relative energy (zero: lowest compared OMol25 entry of this formula, charge and spin) is 4.3 kJ/mol. As for the expectation value of S²: 6.092. For the total energy, the calculation gives -2307.62796 Ha. Its spin multiplicity is 5.